No. 1
Molecular formula: C43H51N7O6
Method: DFT, ωB97M-V/def2-TZVPD

Last column: Mulliken charge in e.
Atoms and positions in Å:
C -0.59 -0.41 -3.39  -1.61
C -1.12 0.84 -2.70  1.85
C -0.05 1.92 -2.75  -1.62
C -2.33 1.34 -3.51  -1.77
C -1.60 0.62 -1.24  0.63
C -2.24 1.69 -0.58  -0.20
C -3.04 1.43 0.52  -1.57
C -3.33 0.12 0.90  -0.24
C -2.68 -0.97 0.30  -0.02
C -3.24 -2.42 0.43  2.44
C -2.27 -3.43 1.03  -1.41
C -3.68 -2.90 -0.95  -1.70
C -4.46 -2.43 1.35  -2.25
C -1.57 -0.60 -0.51  -1.70
N -0.30 -1.26 -0.34  1.62
C 0.76 -0.78 0.33  0.53
C 0.73 0.54 1.11  1.72
C 2.18 1.10 1.06  0.23
C 2.84 1.30 -0.18  0.83
C 4.19 1.63 -0.20  -0.50
C 4.88 1.71 1.02  -0.99
N 6.25 1.36 1.04  1.11
O 6.77 1.20 2.17  -0.61
O 6.86 1.15 -0.03  -0.61
C 4.19 1.71 2.25  -0.90
C 2.84 1.37 2.25  0.04
N 1.78 -1.70 0.21  1.93
C 3.16 -1.79 0.65  0.50
C 3.44 -1.98 2.04  -0.26
C 2.46 -2.63 3.05  1.91
C 3.12 -2.78 4.43  -2.31
C 2.01 -4.02 2.59  -1.60
C 1.26 -1.74 3.26  -0.03
C 4.71 -1.61 2.50  0.12
C 5.78 -1.62 1.63  -1.73
C 5.55 -1.95 0.30  -0.31
C 4.26 -1.92 -0.26  -0.01
C 4.26 -2.04 -1.82  2.47
C 5.54 -1.40 -2.40  -1.75
C 3.11 -1.32 -2.50  -2.20
C 4.27 -3.52 -2.23  -1.81
C 1.23 -2.81 -0.47  -1.48
C 0.03 -2.50 -0.89  -1.60
H -1.31 -1.23 -3.37  0.12
H -0.37 -0.18 -4.44  0.61
H 0.36 -0.75 -2.94  0.22
H -0.39 2.86 -2.30  0.32
H 0.85 1.60 -2.22  0.09
H 0.24 2.12 -3.80  0.62
H -2.71 2.29 -3.11  0.35
H -2.06 1.49 -4.56  0.45
H -3.14 0.60 -3.47  0.39
H -2.17 2.70 -1.00  0.62
H -3.52 2.26 1.05  0.43
H -4.12 -0.06 1.63  0.46
H -1.81 -3.03 1.93  -0.01
H -2.83 -4.33 1.32  0.62
H -1.49 -3.75 0.33  0.48
H -4.47 -2.24 -1.34  0.37
H -2.85 -2.90 -1.67  0.23
H -4.08 -3.92 -0.89  0.43
H -5.25 -1.78 0.98  0.40
H -4.86 -3.45 1.42  0.46
H -4.17 -2.12 2.37  0.39
H 0.07 1.06 0.41  0.07
H 2.28 1.24 -1.11  -0.28
H 4.75 1.79 -1.14  0.43
H 4.75 1.90 3.16  0.48
H 2.32 1.30 3.22  0.36
H 3.36 -1.80 4.86  0.46
H 2.42 -3.27 5.11  0.43
H 4.03 -3.39 4.38  0.43
H 1.45 -3.99 1.65  0.06
H 2.88 -4.67 2.46  0.44
H 1.36 -4.46 3.36  0.44
H 0.68 -1.68 2.33  -1.06
H 0.58 -2.13 4.02  0.85
H 1.59 -0.74 3.57  0.49
H 4.87 -1.33 3.54  0.38
H 6.80 -1.46 1.99  0.40
H 6.42 -2.15 -0.33  0.29
H 6.42 -2.04 -2.28  0.48
H 5.43 -1.25 -3.48  0.39
H 5.74 -0.43 -1.94  0.29
H 2.16 -1.81 -2.31  0.30
H 3.08 -0.28 -2.16  0.27
H 3.27 -1.33 -3.59  0.68
H 3.36 -4.04 -1.91  0.22
H 4.34 -3.61 -3.32  0.44
H 5.13 -4.04 -1.79  0.41
H 1.81 -3.72 -0.62  0.63
H -0.67 -3.05 -1.51  0.69
O 0.34 3.13 -0.18  -0.54
N -0.03 3.47 0.97  1.23
C 0.02 2.64 2.14  -0.77
C -0.16 1.19 2.14  2.55
C -1.21 0.88 3.08  -0.66
N -1.83 -0.30 3.42  0.60
O -1.54 -1.48 3.24  -0.76
O -2.90 -0.01 4.32  -0.30
N -2.93 1.36 4.62  -0.64
C -1.86 1.89 3.91  1.20
N -1.50 3.15 3.98  -0.67
C -0.50 3.49 3.21  -0.62
O -0.53 4.62 1.15  -0.83
H 0.55 0.01 2.33  -2.91
H -0.15 4.52 3.38  0.48

Output
molar mass: 761.92 g/mol
HOMO level: -6.3862 eV
maximum force: 6.4 eV/Å
net charge: 0

***

No. 2
Molecular formula: C43H52BeN7O3
Method: DFT, ωB97M-V/def2-TZVPD

Last column: Mulliken charge in e.
Atoms and positions in Å:
Be -5.69 12.01 -1.25  1.15
C -7.42 9.09 2.29  -0.30
C -7.42 10.55 1.82  0.61
O -6.73 10.73 0.60  -0.28
H -8.07 8.43 1.72  0.22
H -7.79 9.12 3.31  -0.23
H -6.43 8.63 2.22  0.12
H -6.91 11.15 2.59  -0.75
H -8.40 11.01 1.63  0.28
N -7.68 13.96 -1.09  0.18
C -7.80 14.66 -2.20  -0.07
C -8.67 15.75 -2.31  -0.75
C -9.51 16.01 -1.28  -0.32
C -9.33 15.33 -0.07  -0.80
C -8.43 14.31 -0.03  -0.19
H -7.13 14.43 -3.02  0.37
H -8.74 16.33 -3.22  0.40
H -10.13 16.90 -1.31  0.37
H -9.91 15.58 0.81  0.41
H -8.24 13.66 0.81  0.46
N -11.96 8.57 6.95  -0.58
C -12.53 7.53 6.35  -0.17
C -11.85 6.54 5.60  -0.52
C -10.51 6.74 5.35  -0.48
C -9.96 7.99 5.67  0.38
C -10.71 8.82 6.53  -0.37
H -13.60 7.40 6.47  0.35
H -12.53 5.74 5.34  0.39
H -9.96 5.92 4.91  0.46
H -8.96 8.31 5.42  0.08
H -10.34 9.77 6.90  0.42
N -6.81 6.85 5.46  0.30
C -6.15 6.04 4.63  -0.16
C -5.73 4.78 5.02  -0.83
C -6.10 4.32 6.27  -0.21
C -6.78 5.19 7.13  -0.96
C -7.13 6.46 6.69  -0.19
H -5.85 6.47 3.69  0.38
H -5.08 4.15 4.42  0.40
H -5.79 3.35 6.64  0.40
H -7.03 4.92 8.15  0.40
H -7.62 7.23 7.28  0.51
N -5.00 13.72 0.57  0.06
C -4.40 14.81 0.10  -0.12
C -4.18 15.96 0.81  -0.64
C -4.51 15.98 2.16  -0.39
C -5.04 14.84 2.74  -0.49
C -5.36 13.78 1.90  -0.02
H -4.15 14.74 -0.95  0.33
H -3.79 16.82 0.27  0.43
H -4.26 16.91 2.65  0.42
H -5.43 14.91 3.74  0.26
H -5.88 12.89 2.23  0.18
N -2.43 9.86 3.60  -0.57
C -3.66 9.39 3.91  -0.39
C -3.94 8.76 5.11  0.96
C -2.87 8.49 5.98  -0.83
C -1.62 8.97 5.66  -0.35
C -1.45 9.62 4.46  -0.31
H -4.45 9.49 3.17  0.42
H -4.97 8.43 5.23  -0.05
H -2.87 8.06 6.97  0.40
H -0.73 8.73 6.23  0.39
H -0.48 10.02 4.17  0.37
N -7.59 11.31 -2.80  0.38
C -7.52 11.40 -4.14  -0.30
C -8.62 11.05 -4.94  -0.82
C -9.78 10.62 -4.34  -0.29
C -9.86 10.58 -2.96  -0.80
C -8.77 10.97 -2.23  -0.08
H -6.58 11.59 -4.64  0.38
H -8.56 11.18 -6.01  0.45
H -10.64 10.37 -4.96  0.41
H -10.75 10.16 -2.51  0.46
H -8.82 10.93 -1.15  0.35
N -5.14 9.78 -2.37  0.20
C -5.47 8.80 -1.53  0.09
C -5.02 7.49 -1.68  -1.22
C -4.10 7.27 -2.69  -0.17
C -3.76 8.28 -3.59  -0.74
C -4.34 9.53 -3.41  -0.21
H -6.22 9.00 -0.78  0.42
H -5.21 6.77 -0.90  0.51
H -3.60 6.31 -2.81  0.40
H -2.87 8.13 -4.19  0.37
H -4.05 10.28 -4.13  0.40
C -7.30 13.23 5.65  -1.29
C -6.36 12.07 5.72  0.74
O -5.16 12.18 5.88  -0.59
C -7.04 10.69 5.89  -0.41
H -8.14 13.15 6.35  0.36
H -7.73 13.37 4.66  0.23
H -6.75 14.16 5.76  0.39
H -6.22 9.98 6.02  -0.04
H -7.63 10.45 5.01  -0.04
H -7.61 10.77 6.82  0.50
C -8.62 7.16 -1.19  -0.25
C -10.10 7.28 -1.36  0.63
O -10.65 6.95 -2.40  -0.60
C -10.89 7.90 -0.23  -0.98
H -8.14 8.14 -1.10  -0.35
H -8.17 6.63 -2.02  0.38
H -8.51 6.61 -0.25  0.37
H -10.19 8.38 0.45  0.14
H -11.28 6.98 0.21  0.39
H -11.63 8.60 -0.60  0.33

Output
molar mass: 723.95 g/mol
HOMO level: -10.1948 eV
maximum force: 4.5 eV/Å
net charge: +1
relative energy (zero: lowest compared OMol25 entry of this formula, charge and spin): 29.3 kcal/mol

***

Q: Look up the maximum force of the first one.
A: 6.4 eV/Å